Molecular formula: C9H18BFO14S3
Method: DFT, ωB97M-V/def2-TZVPD

Last columns: bonded neighbours and bond lengths (Å).
Geometry (Å):
1 H 2.690 -0.995 -1.945  C23 1.091
2 C 5.642 -0.915 1.593  C19 1.515, O26 1.437, H27 1.086, H29 1.092
3 O -6.209 -0.395 2.216  C22 1.197
4 C 2.091 -2.717 -0.772  O8 1.437, H17 1.092, C23 1.513, H37 1.086
5 O -6.876 -1.451 0.354  C22 1.381, H35 0.967
6 O -2.580 5.366 -1.840  S44 1.416
7 S 0.011 -2.257 -2.052  O8 1.600, O18 1.593, O45 1.418, O46 1.418
8 O 0.709 -2.353 -0.615  C4 1.437, S7 1.600
9 H -1.131 5.059 1.178  C32 1.092
10 C -4.987 0.087 0.213  H15 1.091, C22 1.509, B24 1.600, H34 1.088
11 H -3.295 2.901 1.452  C31 1.091
12 H 7.501 0.198 1.447  C19 1.091
13 H 3.357 -2.532 -2.533  C23 1.081
14 F -3.319 0.432 2.107  B24 1.333
15 H -5.187 1.157 0.130  C10 1.091
16 O -3.325 3.006 -1.738  S44 1.418
17 H 2.162 -3.805 -0.828  C4 1.092
18 O 1.346 -2.220 -2.920  S7 1.593, C23 1.441
19 C 7.128 -0.818 1.311  C2 1.515, H12 1.091, H36 1.086, O40 1.436
20 H -3.258 4.499 2.232  C31 1.086
21 O 5.395 -1.910 -1.499  S42 1.422
22 C -6.055 -0.581 1.044  O3 1.197, O5 1.381, C10 1.509
23 C 2.500 -2.061 -2.072  H1 1.091, C4 1.513, H13 1.081, O18 1.441
24 B -3.618 -0.219 0.983  C10 1.600, F14 1.333, C25 1.562
25 C -2.694 -1.334 0.398  B24 1.562, H33 1.089, H39 1.097, H41 1.089
26 O 5.031 -0.388 0.404  C2 1.437, S42 1.600
27 H 5.331 -0.325 2.449  C2 1.086
28 O -1.431 3.738 -0.380  C32 1.434, S44 1.599
29 H 5.324 -1.952 1.722  C2 1.092
30 O -3.634 4.497 0.192  C31 1.434, S44 1.600
31 C -2.983 3.940 1.342  H11 1.091, H20 1.086, O30 1.434, C32 1.515
32 C -1.506 4.046 1.019  H9 1.092, O28 1.434, C31 1.515, H38 1.086
33 H -2.581 -1.177 -0.674  C25 1.089
34 H -4.940 -0.352 -0.781  C10 1.088
35 H -6.342 -2.197 0.045  O5 0.967
36 H 7.717 -1.510 1.905  C19 1.086
37 H 2.659 -2.353 0.079  C4 1.086
38 H -0.901 3.339 1.579  C32 1.086
39 H -3.228 -2.286 0.508  C25 1.097
40 O 7.242 -1.168 -0.078  C19 1.436, S42 1.594
41 H -1.729 -1.372 0.900  C25 1.089
42 S 5.925 -0.749 -0.873  O21 1.422, O26 1.600, O40 1.594, O43 1.414
43 O 6.154 0.435 -1.612  S42 1.414
44 S -2.783 4.163 -1.121  O6 1.416, O16 1.418, O28 1.599, O30 1.600
45 O -0.648 -1.005 -2.144  S7 1.418
46 O -0.672 -3.470 -2.324  S7 1.418

Summary:
total energy	-2726.3782	Eh
highest occupied orbital energy	-0.384	hartree
LUMO energy	0.0021	hartree
frontier orbital gap	10.5	eV
ΔE to the lowest compared entry with this formula, charge and spin	0.0	kcal per mole
spin multiplicity	1
structure (SMILES)	O=S1(=O)OCCO1.O=S1(=O)OCCO1.O=S1(=O)OCCO1.CB(F)CC(=O)O

Molecular formula: C6H7N
Method: DFT, ωB97M-V/def2-TZVPD

Last columns: bonded neighbours and bond lengths (Å).
Geometry (Å):
1 C 0.948 -1.019 1.789  C2 1.425, N3 1.160
2 C 0.398 -0.541 0.564  C1 1.425, C8 1.349, C13 1.505
3 N 1.382 -1.442 2.778  C1 1.160
4 C -1.093 0.059 -1.072  C8 1.460, H11 1.084, C12 1.344
5 H -1.727 -0.679 0.972  C8 1.084
6 H 1.839 -0.947 -0.979  C13 1.096
7 H 1.850 0.737 -0.466  C13 1.099
8 C -0.919 -0.445 0.287  C2 1.349, C4 1.460, H5 1.084
9 H 0.321 0.524 -2.651  C12 1.083
10 H -1.466 1.846 1.236  H14 0.743
11 H -2.051 0.266 -1.535  C4 1.084
12 C 0.119 0.213 -1.634  C4 1.344, H9 1.083, C13 1.499
13 C 1.193 -0.127 -0.644  C2 1.505, H6 1.096, H7 1.099, C12 1.499
14 H -0.793 1.555 1.354  H10 0.743

Summary:
total energy	-287.5022	Eh
highest occupied orbital energy	-0.337	hartree
LUMO energy	0.0055	hartree
frontier orbital gap	9.3	eV
ΔE to the lowest compared entry with this formula, charge and spin	53.3	kcal per mole
spin multiplicity	1
structure (SMILES)	N#CC1=CC=CC1.[H][H]

Molecular formula: C24H52BrF3N2O9P2
Method: DFT, ωB97M-V/def2-TZVPD

Last columns: bonded neighbours and bond lengths (Å).
Geometry (Å):
1 C 1.605 3.684 -5.713  O51 1.415, H73 1.095, H80 1.092, H91 1.093
2 C 5.387 2.757 -3.717  H9 1.095, C22 1.528, H60 1.095, O66 1.421
3 C 3.278 -0.991 3.227  P6 1.893, H28 1.146, C31 1.598, H83 1.146
4 H -0.128 1.547 -2.113  C89 1.094
5 P 1.515 -3.302 2.874  P6 2.203, H15 1.431, N24 1.620, H81 1.441
6 P 1.807 -1.272 2.069  C3 1.893, P5 2.203, C8 1.926, Br17 2.349, C34 1.890
7 H 4.274 0.944 -3.699  C22 1.095
8 C 2.232 -1.976 0.328  P6 1.926, H19 1.144, C50 1.600, H56 1.146
9 H 5.974 2.470 -2.838  C2 1.095
10 C -5.950 2.851 -1.166  O39 1.416, H46 1.093, H61 1.092, H71 1.095
11 H -1.924 -1.169 1.341  C41 1.151
12 O 3.242 2.221 -2.531  C22 1.427, C30 1.428
13 H 5.470 5.820 -2.632  C47 1.093
14 C -5.458 0.752 -2.175  H21 1.100, O39 1.423, H64 1.095, C77 1.527
15 H 0.652 -3.220 4.012  P5 1.431
16 H 4.613 -1.254 0.847  N87 1.035
17 Br 2.197 0.854 1.150  P6 2.349
18 F 3.883 -2.758 5.602  C78 1.413
19 H 1.354 -2.557 -0.121  C8 1.144
20 C -4.524 -5.483 4.516  O45 1.403, O49 1.241, C59 1.607
21 H -6.449 0.955 -2.606  C14 1.100
22 C 4.050 2.017 -3.690  C2 1.528, H7 1.095, O12 1.427, H36 1.089
23 H -5.092 -2.915 4.582  C37 1.134
24 N 1.007 -4.386 1.784  P5 1.620, H84 1.027
25 H -1.748 2.184 -4.449  C90 1.096
26 O -2.128 1.954 -2.407  C89 1.416, C90 1.421
27 H -0.255 -0.443 3.398  C34 1.136
28 H 3.886 -0.123 2.790  C3 1.146
29 H 1.508 -1.842 5.464  O44 0.978
30 C 2.707 3.527 -2.321  O12 1.428, H52 1.095, C88 1.528, H92 1.089
31 C 2.914 -0.597 4.733  C3 1.598, O44 1.431, C78 1.620, H85 1.135
32 H -3.792 -7.636 4.422  C59 1.142
33 H -3.959 -2.164 2.217  C35 1.135
34 C 0.012 -0.745 2.336  P6 1.890, H27 1.136, C41 1.607, H62 1.146
35 C -3.401 -2.152 3.205  H33 1.135, C37 1.620, H42 1.148, C79 1.593
36 H 3.474 2.200 -4.595  C22 1.089
37 C -4.029 -3.179 4.289  H23 1.134, C35 1.620, O45 1.452, H55 1.149
38 O -4.376 1.343 -4.359  C74 1.427, C77 1.428
39 O -4.980 1.846 -1.401  C10 1.416, C14 1.423
40 H -1.371 -2.148 4.082  C79 1.150
41 C -1.102 -1.795 1.849  H11 1.151, C34 1.607, H54 1.133, C79 1.624
42 H -3.516 -1.119 3.694  C35 1.148
43 H -4.881 -0.518 -3.779  C77 1.095
44 O 1.583 -0.919 5.150  H29 0.978, C31 1.431
45 O -3.899 -4.509 3.723  C20 1.403, C37 1.452
46 H -6.527 2.611 -0.270  C10 1.093
47 C 6.005 4.899 -2.879  H13 1.093, O66 1.416, H68 1.094, H69 1.094
48 H 0.878 3.284 -3.427  C88 1.100
49 O -5.043 -5.271 5.623  C20 1.241
50 C 3.590 -2.822 0.373  C8 1.600, H75 1.139, N87 1.319
51 O 2.307 4.251 -4.622  C1 1.415, C88 1.423
52 H 2.183 3.472 -1.361  C30 1.095
53 H -4.433 3.133 -3.307  C74 1.089
54 H -0.752 -2.535 1.065  C41 1.133
55 H -3.350 -3.077 5.210  C37 1.149
56 H 2.428 -1.122 -0.410  C8 1.146
57 H -1.620 -3.616 3.029  C79 1.135
58 H -2.020 3.663 -3.508  C90 1.095
59 C -4.551 -6.965 3.894  C20 1.607, H32 1.142, H70 1.148, H76 1.132
60 H 5.939 2.451 -4.611  C2 1.095
61 H -5.423 3.794 -1.004  C10 1.092
62 H -0.144 0.197 1.702  C34 1.146
63 H -0.908 0.574 -3.404  C89 1.095
64 H -5.551 -0.105 -1.499  C14 1.095
65 H -3.905 3.207 -4.961  C74 1.095
66 O 5.210 4.165 -3.792  C2 1.421, C47 1.416
67 F 5.197 -0.852 5.774  C78 1.393
68 H 6.181 4.353 -1.947  C47 1.094
69 H 6.958 5.164 -3.346  C47 1.094
70 H -4.212 -6.929 2.798  C59 1.148
71 H -6.621 2.986 -2.021  C10 1.095
72 H -3.511 0.122 -2.919  C77 1.089
73 H 1.143 2.725 -5.454  C1 1.095
74 C -3.817 2.617 -4.042  O38 1.427, H53 1.089, H65 1.095, C90 1.528
75 H 3.637 -3.934 0.127  C50 1.139
76 H -5.591 -7.410 3.897  C59 1.132
77 C -4.495 0.389 -3.304  C14 1.527, O38 1.428, H43 1.095, H72 1.089
78 C 3.898 -1.356 5.773  F18 1.413, C31 1.620, F67 1.393, F86 1.424
79 C -1.852 -2.508 3.101  C35 1.593, H40 1.150, C41 1.624, H57 1.135
80 H 2.323 3.502 -6.515  C1 1.092
81 H 2.798 -3.750 3.354  P5 1.441
82 H 1.275 4.968 -3.021  C88 1.095
83 H 3.992 -1.888 3.208  C3 1.146
84 H 0.120 -4.797 2.101  N24 1.027
85 H 3.137 0.507 4.868  C31 1.135
86 F 3.320 -1.143 7.056  C78 1.424
87 N 4.747 -2.265 0.671  H16 1.035, C50 1.319
88 C 1.697 4.015 -3.358  C30 1.528, H48 1.100, O51 1.423, H82 1.095
89 C -1.046 1.039 -2.423  H4 1.094, O26 1.416, H63 1.095, H93 1.093
90 C -2.343 2.624 -3.641  H25 1.096, O26 1.421, H58 1.095, C74 1.528
91 H 0.845 4.382 -6.072  C1 1.093
92 H 3.510 4.249 -2.175  C30 1.089
93 H -1.266 0.245 -1.704  C89 1.093

Summary:
total energy	-5288.3574	Eh
highest occupied orbital energy	-0.303	hartree
LUMO energy	0.0128	hartree
frontier orbital gap	8.6	eV
spin multiplicity	1
structure (SMILES)	[H]/N=C\CP(Br)(CCCCCOC(C)=O)(C[C@@H](O)C(F)(F)F)[PH2]=N.COCCOCCOC.COCCOCCOC

Molecular formula: C5H12N
Method: DFT, ωB97M-V/def2-TZVPD

Last columns: bonded neighbours and bond lengths (Å).
Geometry (Å):
1 H 0.245 0.562 -0.015  N17 1.045
2 C -0.821 0.150 -1.867  C12 1.340, H13 1.088, H18 1.082
3 H -2.197 -2.513 -1.175  C7 1.093
4 H 1.050 -1.300 1.013  C5 1.083
5 C 1.365 -0.310 1.321  H4 1.083, H6 1.084, N17 1.271
6 H 2.097 -0.220 2.116  C5 1.084
7 C -1.344 -2.001 -0.723  H3 1.093, H11 1.092, C12 1.497, H16 1.091
8 H 0.391 2.715 1.328  C14 1.088
9 H -2.210 0.007 -0.306  C12 1.088
10 H 1.948 2.489 0.487  C14 1.085
11 H -0.489 -2.414 -1.263  C7 1.092
12 C -1.529 -0.534 -0.960  C2 1.340, C7 1.497, H9 1.088
13 H 0.043 -0.336 -2.316  C2 1.088
14 C 1.276 2.089 1.240  H8 1.088, H10 1.085, H15 1.085, N17 1.475
15 H 1.673 1.993 2.245  C14 1.085
16 H -1.281 -2.235 0.341  C7 1.091
17 N 0.871 0.740 0.804  H1 1.045, C5 1.271, C14 1.475
18 H -1.087 1.119 -2.271  C2 1.082

Summary:
total energy	-252.1565	Eh
highest occupied orbital energy	-0.503	hartree
LUMO energy	-0.1803	hartree
frontier orbital gap	8.8	eV
ΔE to the lowest compared entry with this formula, charge and spin	46.8	kcal per mole
spin multiplicity	1
net charge	+1